Computed, not measured: the ion C6H16BFN6O5P with charge +1 in a non-equilibrium geometry, with ωB97M-V with the def2-TZVPD basis set.

The geometry in ORCA input format:
```
! wB97M-V def2-TZVPD RIJCOSX def2/J DEFGRID3
* xyz 1 1
N 1.546 2.851 -1.214
P 2.313 1.537 -1.030
O 3.011 1.039 -2.386
O 3.501 1.668 0.068
C 1.262 0.125 -0.455
N 0.937 0.154 1.000
C -0.419 0.099 1.103
N -1.191 1.029 1.513
C -0.698 2.342 1.955
N -1.667 3.366 1.460
N -1.036 -1.106 0.637
B -0.460 -2.176 1.510
N -0.190 -3.551 1.125
O -0.207 -1.809 2.832
C -0.576 -1.202 -0.814
C -1.822 -1.304 -1.700
C -1.685 -2.261 -2.861
O -2.302 -3.214 -2.914
F -0.824 -1.975 -3.821
O 0.061 0.018 -1.145
H 1.632 3.137 -2.187
H 3.750 0.437 -2.202
H 3.537 0.856 0.602
H 1.819 -0.808 -0.647
H 1.369 0.914 1.516
H -2.195 0.887 1.531
H 0.273 2.602 1.539
H -0.733 2.406 3.040
H -2.158 2.929 0.681
H -1.117 4.082 0.993
H 0.753 -3.572 0.727
H -0.780 -3.862 0.352
H -1.071 -1.632 3.232
H 0.142 -2.010 -0.967
H -2.621 -1.688 -1.077
H -2.150 -0.308 -1.997
*
```

Summary:
**E_tot**: -38338.4106 eV
**SMILES**: N=P(O)(O)[C@H]1NC(NCN)=[N+](B(N)O)[C@@H](CC(=O)F)O1
**Lowest unoccupied orbital energy**: -0.14112 Ha
**Orbital gap**: 9.1 eV

***

Computed, not measured: a structure of composition C20H18Cl3FN2OPdS in a non-equilibrium geometry, with ωB97M-V with the def2-TZVPD basis set.

The geometry in ORCA input format:
```
! wB97M-V def2-TZVPD RIJCOSX def2/J DEFGRID3
* xyz 0 1
Pd -0.028 -0.247 -0.206
O -1.245 1.550 -0.872
S -2.279 1.206 -1.830
C -2.150 2.491 -3.134
C -2.856 3.718 -2.579
C -4.169 3.190 -2.008
C -3.830 1.967 -1.171
H -2.654 2.094 -4.016
H -1.091 2.607 -3.345
H -3.008 4.475 -3.349
H -2.248 4.158 -1.784
H -4.832 2.908 -2.830
H -4.691 3.932 -1.404
H -4.612 1.213 -1.139
H -3.537 2.225 -0.154
F 2.702 2.130 4.668
C 1.745 1.514 3.924
C 0.972 2.267 3.057
C -0.002 1.631 2.304
C -0.213 0.252 2.376
C -1.181 -0.438 1.449
C 0.565 -0.452 3.283
C 1.549 0.165 4.056
H 1.137 3.331 2.978
H -0.618 2.225 1.631
H -2.059 0.170 1.210
H -1.416 -1.461 1.737
H 0.416 -1.518 3.385
H 2.155 -0.401 4.746
N 3.855 -6.038 2.147
C 3.231 -5.159 1.749
C 2.475 -4.094 1.248
C 3.081 -2.867 0.978
C 2.316 -1.814 0.516
C 0.934 -1.923 0.317
C 0.357 -3.175 0.568
C 1.102 -4.245 1.027
H 4.144 -2.753 1.134
H 2.814 -0.864 0.320
H -0.706 -3.317 0.399
H 0.636 -5.200 1.219
Cl 1.254 -2.090 -4.939
C 2.410 -1.036 -4.102
Cl 3.766 -1.991 -3.475
Cl 2.933 0.209 -5.129
C 1.718 -0.466 -2.946
N 1.156 -0.079 -2.013
*
```

Summary:
**E_tot**: -80656.8142 eV
**Lowest unoccupied orbital energy**: -0.00434 Ha
**Orbital gap**: 7.1 eV

***

Computed, not measured: a cluster of 8 separate species, C37H56IN13O3P in total in a non-equilibrium geometry, with ωB97M-V with the def2-TZVPD basis set.

The geometry in ORCA input format:
```
! wB97M-V def2-TZVPD RIJCOSX def2/J DEFGRID3
* xyz 1 1
C 0.139 0.030 -7.034
C -0.682 -1.093 -6.405
C -0.299 -2.458 -6.898
O 1.030 -2.812 -6.548
C 1.249 -3.326 -5.283
C 1.643 -2.250 -4.322
N 2.510 -1.292 -4.590
C 2.572 -0.510 -3.525
N 3.348 0.574 -3.482
O 3.994 0.887 -4.668
C 3.654 1.485 -2.402
C 4.951 1.226 -1.645
C 4.841 0.464 -0.339
I 6.366 1.098 0.991
N 1.723 -0.935 -2.520
P 1.290 -0.257 -0.875
N -0.346 0.027 -1.043
O 1.240 -1.679 -0.138
N 1.145 -2.076 -3.101
N 0.158 -2.744 -2.364
H 0.596 0.663 -6.288
H -0.489 0.682 -7.621
H 0.917 -0.357 -7.674
H -0.625 -1.022 -5.321
H -1.725 -0.943 -6.651
H -1.011 -3.214 -6.576
H -0.321 -2.464 -7.977
H 0.373 -3.860 -4.920
H 2.068 -4.032 -5.338
H 4.672 0.219 -4.825
H 2.790 1.592 -1.763
H 3.785 2.433 -2.900
H 5.612 0.665 -2.293
H 5.433 2.180 -1.503
H 5.032 -0.586 -0.479
H 3.914 0.633 0.179
H -0.540 0.579 -1.872
H -0.884 -0.827 -1.157
H 0.425 -1.818 0.358
H -0.259 -3.422 -2.988
H 0.613 -3.253 -1.614
N 5.121 -0.817 3.828
C 3.828 -1.276 3.862
C 3.710 -2.110 4.952
C 4.978 -2.144 5.592
C 5.821 -1.345 4.871
H 5.502 -0.190 3.129
H 3.110 -0.976 3.116
H 2.818 -2.630 5.259
H 5.239 -2.695 6.478
H 6.859 -1.105 5.020
N 3.075 4.299 -0.193
C 3.219 3.143 0.521
C 1.984 2.552 0.605
C 1.063 3.386 -0.090
C 1.770 4.457 -0.568
H 3.815 4.944 -0.402
H 4.176 2.823 0.905
H 1.763 1.627 1.114
H 0.006 3.225 -0.216
H 1.452 5.314 -1.135
N 2.003 0.298 6.535
C 0.894 0.180 5.749
C -0.180 0.633 6.471
C 0.306 1.072 7.731
C 1.657 0.837 7.742
H 2.927 0.012 6.260
H 0.963 -0.227 4.754
H -1.201 0.654 6.126
H -0.269 1.486 8.540
H 2.394 1.004 8.506
N -2.905 -0.077 3.709
C -2.720 -1.252 4.388
C -3.941 -1.863 4.503
C -4.899 -1.027 3.864
C -4.227 0.065 3.387
H -2.179 0.579 3.488
H -1.742 -1.542 4.733
H -4.129 -2.804 4.993
H -5.955 -1.207 3.770
H -4.579 0.926 2.843
N -4.750 3.994 2.712
C -5.548 5.019 3.138
C -6.017 5.670 2.030
C -5.481 5.009 0.890
C -4.704 3.979 1.344
H -4.268 3.354 3.314
H -5.715 5.197 4.186
H -6.672 6.524 2.034
H -5.649 5.263 -0.143
H -4.126 3.242 0.813
N -3.163 1.234 -4.735
C -3.285 2.419 -4.054
C -3.851 3.330 -4.900
C -4.083 2.672 -6.140
C -3.650 1.384 -6.007
H -2.779 0.389 -4.361
H -2.965 2.514 -3.032
H -4.079 4.354 -4.660
H -4.521 3.100 -7.025
H -3.649 0.565 -6.705
N -2.302 -4.499 2.595
C -2.394 -4.843 1.277
C -2.410 -6.211 1.195
C -2.330 -6.712 2.524
C -2.272 -5.630 3.361
H -2.285 -3.557 2.954
H -2.451 -4.091 0.516
H -2.488 -6.790 0.289
H -2.329 -7.744 2.829
H -2.213 -5.572 4.434
*
```

Summary:
**E_tot**: -82170.4361 eV
**Lowest unoccupied orbital energy**: -0.10672 Ha
**Orbital gap**: 6.9 eV

***

Computed, not measured: the ion C9H15ClN4O with charge +2 in a non-equilibrium geometry, with ωB97M-V with the def2-TZVPD basis set.

The geometry in ORCA input format:
```
! wB97M-V def2-TZVPD RIJCOSX def2/J DEFGRID3
* xyz 2 1
C 2.169 -0.745 1.894
C 2.728 0.570 2.111
N 3.581 0.731 3.106
N 2.383 1.661 1.353
C 1.782 1.692 0.056
N 0.692 1.230 -0.405
C -0.451 0.736 0.181
C -1.115 1.266 1.225
Cl -0.442 2.504 2.167
N -1.199 -0.154 -0.634
C -1.195 -0.375 -1.920
O -0.454 0.263 -2.702
C -2.051 -1.370 -2.585
C -2.802 -2.387 -1.870
C -3.565 -1.186 -2.421
H 2.526 -1.352 2.722
H 2.518 -1.093 0.983
H 1.140 -0.513 1.671
H 3.758 0.094 3.838
H 4.088 1.631 3.300
H 2.941 2.418 1.458
H 2.248 2.241 -0.776
H -2.021 0.948 1.385
H -1.912 -0.622 -0.078
H 0.101 1.043 -2.381
H -1.675 -1.568 -3.620
H -2.767 -2.533 -0.769
H -2.922 -3.359 -2.307
H -4.183 -1.285 -3.384
H -3.900 -0.485 -1.597
*
```

Summary:
**E_tot**: -30088.4349 eV
**SMILES**: CC(=[NH2+])N\C=N/C(=C\Cl)/[NH+]=C(\O)C1CC1
**Lowest unoccupied orbital energy**: -0.27419 Ha
**Orbital gap**: 8.6 eV

***

Computed, not measured: a cluster of 2 separate species, C10H16O in total in a non-equilibrium geometry, with ωB97M-V with the def2-TZVPD basis set.

The geometry in ORCA input format:
```
! wB97M-V def2-TZVPD RIJCOSX def2/J DEFGRID3
* xyz 0 1
C 1.523 0.429 -2.229
C 1.213 -0.713 -1.284
C 0.228 -1.619 -1.705
C 0.036 -2.759 -0.917
C 0.797 -2.918 0.219
O 0.712 -4.118 0.911
C 1.738 -2.008 0.657
C 1.850 -0.826 -0.077
H 2.600 0.443 -2.430
H 1.290 1.375 -1.734
H 0.997 0.328 -3.168
H -0.445 -1.474 -2.538
H -0.736 -3.484 -1.141
H 0.106 -4.744 0.541
H 2.322 -2.331 1.510
H 2.586 -0.090 0.221
C -0.267 2.193 0.943
C -1.635 1.596 1.490
C -2.686 2.669 1.187
H -0.290 3.239 1.227
H 0.497 1.613 1.467
H -0.272 2.000 -0.114
H -1.529 1.565 2.579
H -1.792 0.633 1.027
H -3.749 2.540 1.439
H -2.607 2.912 0.121
H -2.486 3.549 1.799
*
```

Summary:
**E_tot**: -12676.3709 eV
**SMILES**: Cc1ccc(O)cc1.CCC
**Lowest unoccupied orbital energy**: 0.03214 Ha
**Orbital gap**: 9.3 eV

***

Computed, not measured: a structure of composition C19H28GaNO4 in a non-equilibrium geometry, with ωB97M-V with the def2-TZVPD basis set.

The geometry in ORCA input format:
```
! wB97M-V def2-TZVPD RIJCOSX def2/J DEFGRID3
* xyz 0 1
O 1.019 -0.660 -1.881
C 1.603 -1.635 -0.846
C 2.869 -1.826 -1.648
H 0.952 -2.517 -0.757
H 1.806 -1.196 0.140
C 2.207 -1.057 -2.774
H 3.148 -2.884 -1.782
H 3.673 -1.301 -1.143
C 1.642 -2.010 -3.818
H 1.906 -3.025 -3.537
H 2.152 -1.765 -4.742
H 0.556 -1.909 -3.969
C 2.775 0.208 -3.361
H 3.865 0.242 -3.282
H 2.358 1.138 -2.949
H 2.509 0.184 -4.427
Ga -0.759 -0.977 -1.813
C -3.831 2.294 1.776
C -3.252 1.051 2.215
C -1.845 1.178 2.134
H -3.814 0.151 2.489
C -1.555 2.470 1.566
C -2.788 3.145 1.309
H -2.864 4.067 0.728
H -4.899 2.486 1.633
H -1.107 0.425 2.411
H -0.548 2.810 1.327
C -4.708 0.226 -0.181
C -4.690 1.081 -1.324
C -3.969 0.407 -2.365
H -5.184 2.044 -1.470
C -3.595 -0.883 -1.867
C -4.023 -0.977 -0.495
H -3.975 -1.810 0.199
H -5.144 0.476 0.771
H -3.749 0.761 -3.369
H -3.227 -1.727 -2.451
O 1.968 -0.329 2.201
C 2.217 0.983 1.650
C 3.180 1.640 2.667
H 1.244 1.490 1.544
H 2.669 0.951 0.619
C 3.819 0.380 3.384
H 2.593 2.181 3.405
H 3.833 2.378 2.181
C 3.240 -0.831 2.662
H 3.357 0.317 4.372
H 4.904 0.374 3.493
H 3.014 -1.673 3.342
H 3.933 -1.139 1.841
O -2.200 -2.241 2.340
N -2.139 -1.522 1.348
O -1.146 -1.640 0.506
*
```

Summary:
**E_tot**: -82202.0152 eV
**Lowest unoccupied orbital energy (spin up / spin down)**: -0.03568 / -0.04181 Ha
**Orbital gap (spin up / spin down)**: 5.8 / 5.7 eV

***

Computed, not measured: an isolated molecule of C6H10O, with ωB97M-V with the def2-TZVPD basis set.

The geometry in ORCA input format:
```
! wB97M-V def2-TZVPD RIJCOSX def2/J DEFGRID3
* xyz 0 1
C -0.842 1.964 0.564
C 0.407 1.252 0.010
C 0.438 -0.156 0.536
C 0.081 -1.198 -1.724
O 0.690 -0.169 1.831
C 0.182 -1.318 -0.209
C -0.043 -2.583 0.369
H -0.916 2.982 0.168
H -0.796 2.009 1.657
H -1.748 1.414 0.288
H 1.309 1.781 0.340
H 0.409 1.247 -1.081
H -0.045 -2.209 -2.116
H -0.784 -0.610 -2.050
H 0.973 -0.754 -2.188
H 0.650 -1.104 2.119
H 0.037 -2.546 1.488
*
```

Summary:
**E_tot**: -8428.0079 eV
**Lowest unoccupied orbital energy**: -0.01636 Ha
**Orbital gap**: 7.5 eV

***

Computed, not measured: a structure of composition C15H19Cl5GeN2NaO5, with ωB97M-V with the def2-TZVPD basis set.

The geometry in ORCA input format:
```
! wB97M-V def2-TZVPD RIJCOSX def2/J DEFGRID3
* xyz 0 2
Na -0.498 -0.145 -0.504
C -0.197 -4.598 2.842
N -1.009 -3.850 1.901
C -2.440 -4.103 1.945
C -0.528 -2.867 1.114
O -1.231 -2.206 0.366
C 0.976 -2.601 1.194
O 1.222 -1.485 0.395
C 2.558 -1.212 0.064
C 2.533 -0.328 -1.188
O 1.461 -0.023 -1.705
N 3.719 0.059 -1.678
C 3.763 0.944 -2.834
C 4.966 -0.112 -0.961
H -0.626 -5.593 2.957
H -0.173 -4.121 3.826
H 0.822 -4.721 2.486
H -2.648 -5.132 1.649
H -2.941 -3.422 1.265
H -2.816 -3.941 2.957
H 1.520 -3.477 0.815
H 1.280 -2.430 2.233
H 3.098 -2.139 -0.170
H 3.072 -0.702 0.885
H 2.786 0.972 -3.302
H 4.506 0.573 -3.541
H 4.022 1.957 -2.520
H 4.976 -1.031 -0.378
H 5.152 0.734 -0.294
H 5.778 -0.170 -1.685
Cl -6.094 4.854 0.338
C -4.701 3.930 -0.137
C -4.324 3.899 -1.480
C -3.216 3.184 -1.858
Cl -2.733 3.177 -3.517
C -2.430 2.452 -0.934
O -1.352 1.817 -1.333
C -2.856 2.487 0.411
C -2.165 1.768 1.479
O -1.286 0.933 1.359
C -3.974 3.239 0.795
H -4.890 4.446 -2.221
H -2.523 2.027 2.493
H -4.262 3.268 1.839
Cl -0.332 4.825 -0.627
Ge 0.490 2.855 -1.215
Cl 0.962 3.132 -3.348
Cl 2.582 2.874 -0.178
*
```

Summary:
**E_tot**: -152630.8627 eV
**Lowest unoccupied orbital energy (spin up / spin down)**: -0.00883 / -0.02922 Ha
**<S²>**: 0.76
**Orbital gap (spin up / spin down)**: 6.5 / 7.4 eV

***

Question: Which of these has the lowest E_tot?
Answer: C15H19Cl5GeN2NaO5

***

Question: What is the E_tot in the third record?
Answer: -82170.4361 eV